Computed, not measured: a structure of composition C19H43BF2MnP2Si4, with ωB97M-V/def2-TZVPD.

```
72
Properties=species:S:1:pos:R:3:forces:R:3:lowdin_spin:R:1
Mn 0.942211 1.090465 0.169473 0.08 -0.69 0.05 4.16
C 4.621553 0.500938 -0.736508 0.10 -0.10 -0.04 0.01
P 2.993202 -0.293255 -0.569251 -0.23 0.30 0.20 0.03
C 2.766976 -1.174235 -2.139819 0.16 -0.04 -0.04 0.01
C 3.215282 -1.574821 0.708112 0.09 -0.10 -0.11 0.01
C 3.980881 -2.705376 0.431323 -0.02 -0.05 0.01 0.00
C 4.136926 -3.709506 1.373778 -0.02 0.03 0.01 0.00
C 3.525200 -3.588974 2.612104 0.01 -0.01 -0.01 0.00
C 2.777194 -2.459903 2.910146 0.01 -0.03 -0.03 0.00
C 2.617004 -1.443279 1.971084 -0.01 0.03 0.16 0.00
P 1.682755 0.068594 2.391770 0.00 0.30 -0.35 0.02
C 0.824881 -0.240562 3.958436 0.07 -0.01 0.03 0.01
C 2.983155 1.255966 2.893794 0.02 -0.11 0.10 0.00
H 5.385729 -0.240693 -0.974254 0.01 0.01 0.01 0.00
H 4.893128 1.000695 0.192114 0.01 0.00 -0.01 0.00
H 4.590106 1.242118 -1.535132 -0.03 0.01 0.00 0.00
H 3.630836 -1.796938 -2.372805 -0.02 -0.01 -0.04 0.00
H 2.640689 -0.441151 -2.937291 0.01 0.03 0.02 0.00
H 1.875181 -1.794791 -2.101368 -0.01 0.00 0.00 0.00
H 4.457750 -2.817371 -0.534864 -0.01 0.02 0.00 0.00
H 4.729044 -4.583451 1.138197 0.00 0.00 0.01 0.00
H 3.633109 -4.372915 3.349673 0.00 0.01 0.00 0.00
H 2.312412 -2.384297 3.883918 0.00 0.02 0.00 0.00
H 0.125631 -1.067916 3.871803 -0.02 -0.02 -0.01 0.00
H 0.266992 0.660947 4.212032 0.00 0.01 0.00 0.00
H 1.546466 -0.442101 4.750765 -0.04 0.00 0.03 0.00
H 3.632218 0.808215 3.647356 0.02 0.04 0.00 0.00
H 2.513005 2.149311 3.306526 -0.02 0.00 -0.01 0.00
H 3.586274 1.557320 2.037503 -0.01 -0.01 0.00 0.00
C -1.277124 -2.092230 1.666385 -0.03 0.11 0.07 0.00
Si -1.758922 -1.658011 -0.093435 0.12 -0.06 -0.08 -0.03
C -3.587619 -1.995528 -0.295365 -0.03 -0.06 0.00 -0.02
C -0.812887 -2.831784 -1.212616 -0.01 -0.03 -0.03 0.00
Si -1.298047 0.593111 -0.680799 -0.37 0.39 0.04 -0.14
Si -2.563759 2.125259 0.622710 0.03 0.11 0.07 0.01
C -4.380284 1.700585 0.795445 -0.04 -0.03 0.00 0.00
C -2.474577 3.850299 -0.119531 0.07 0.01 -0.14 0.00
C -1.836207 2.227965 2.364095 0.22 -0.19 -0.06 0.01
Si -1.847078 0.896001 -2.947911 -0.01 -0.03 -0.11 0.00
C -3.715520 0.890097 -3.080094 -0.05 0.02 -0.10 -0.01
C -1.200553 2.494602 -3.667796 -0.02 0.11 0.03 0.00
C -1.153038 -0.493609 -4.005292 0.02 -0.10 0.06 0.00
H -1.513767 -3.139620 1.870585 -0.04 0.01 -0.02 0.00
H -1.812744 -1.476149 2.393317 0.05 -0.01 0.02 0.00
H -0.203761 -1.970122 1.818242 0.04 -0.02 0.00 0.00
H -3.758547 -3.036767 -0.004141 -0.05 0.01 -0.03 0.00
H -3.930652 -1.878186 -1.323879 0.03 0.01 0.00 0.00
H -4.208219 -1.366977 0.341845 0.00 0.03 0.02 0.00
H -0.905566 -3.850743 -0.826876 0.00 0.00 -0.01 0.00
H 0.249729 -2.589759 -1.250786 0.01 -0.04 0.07 0.00
H -1.190715 -2.827201 -2.235561 0.02 0.01 0.04 0.00
H -4.913133 1.740689 -0.156179 0.04 -0.02 0.00 0.00
H -4.826514 2.448792 1.457376 -0.04 -0.01 -0.02 0.00
H -4.562608 0.722569 1.240791 0.04 -0.02 0.02 0.00
H -3.106316 3.933648 -1.007722 0.01 -0.03 0.02 0.00
H -1.469203 4.165396 -0.411687 -0.03 -0.04 0.05 0.00
H -2.840195 4.575805 0.611927 -0.03 -0.01 0.00 0.00
H -1.846459 1.248977 2.853761 -0.01 0.04 0.00 0.00
H -2.392768 2.925018 2.993801 -0.06 0.01 -0.05 0.00
H -0.796943 2.578963 2.337464 -0.04 -0.01 0.00 0.00
H -4.175701 1.711844 -2.527442 0.04 0.00 0.00 0.00
H -4.167880 -0.041624 -2.737461 0.02 0.01 0.01 0.00
H -3.973632 1.018172 -4.135786 -0.07 -0.01 0.02 0.00
H -1.601624 3.381494 -3.172549 0.03 -0.03 0.01 0.00
H -1.489790 2.541443 -4.721342 -0.04 -0.01 0.01 0.00
H -0.113910 2.549445 -3.627672 0.03 0.00 -0.01 0.00
H -1.671530 -1.439952 -3.841136 0.00 0.04 -0.01 0.00
H -0.089868 -0.660217 -3.813493 -0.01 0.01 -0.02 0.00
H -1.262990 -0.237422 -5.061824 -0.01 0.01 0.00 0.00
F 0.902080 3.810338 -1.784487 0.01 0.08 -0.04 -0.02
B 1.008060 2.932314 -0.830284 -0.19 -0.27 0.12 -0.07
F 1.684974 3.320065 0.296775 0.21 0.41 0.06 0.02
```
Positions in Å, forces in eV/Å.

E_LUMO (alpha / beta): -0.14153 / -0.11240 Eh
Net charge: +1
Expectation value of S²: 6.322
2S+1: 5

=====

Computed, not measured: a structure of composition C19H43GaN2OP3Se in a non-equilibrium geometry, with ωB97M-V/def2-TZVPD.

```
70
Properties=species:S:1:pos:R:3:forces:R:3:nbo_charge:R:1
Ga -1.265475 0.930912 0.990953 -2.07 -0.86 1.57 0.87
P 1.961244 0.273768 -1.132942 0.33 -0.25 -0.20 1.36
P -0.382814 3.127082 1.380987 0.28 1.11 0.39 0.94
P -2.235052 0.830523 -1.204040 -0.48 -0.60 -0.80 0.95
H -1.816454 -4.487592 0.407473 0.14 0.43 -0.24 0.21
C -1.404370 -4.073913 -0.517868 0.76 -0.06 -0.42 -0.36
C -0.103895 -3.770900 -0.669876 -0.73 -0.14 0.11 -0.43
H 0.605500 -3.775689 0.163208 -0.19 -0.26 -0.27 0.19
C 3.014782 -0.666860 -0.034196 0.22 -0.16 0.48 -0.99
C 2.909302 1.614438 -1.850273 -0.14 0.35 -0.04 -0.97
C 1.357641 -0.832092 -2.404512 -0.33 -0.01 -0.27 -0.98
C -1.644792 4.196603 2.146861 -0.30 -0.31 0.00 -0.93
C 1.033427 3.275918 2.515447 0.15 -0.30 0.04 -0.96
C 0.109462 4.047580 -0.111378 0.10 -0.13 -0.19 -0.94
C -2.441199 -0.874491 -1.800648 0.14 -0.24 0.00 -0.95
C -1.438389 1.744755 -2.560403 0.23 0.16 -0.05 -0.95
C -3.931792 1.488023 -1.162836 -0.07 0.26 0.50 -0.94
H -2.087112 -4.023192 -1.373658 0.27 -0.23 0.31 0.22
H 0.314195 -3.582539 -1.663741 -0.22 0.05 0.32 0.19
H 2.798064 -1.739759 -0.132315 0.00 0.29 0.02 0.29
H 2.864252 -0.374162 1.014836 0.13 -0.10 -0.46 0.28
H 4.064795 -0.491353 -0.312420 -0.31 -0.07 0.03 0.30
H 2.951624 2.461525 -1.154110 0.13 -0.18 -0.15 0.27
H 2.454459 1.948342 -2.791695 0.12 -0.05 0.20 0.29
H 3.929670 1.256704 -2.040254 -0.24 0.08 -0.03 0.30
H 0.706784 -1.601995 -1.970430 0.22 0.20 0.01 0.29
H 2.219250 -1.327197 -2.877068 -0.13 0.17 0.16 0.31
H 0.803700 -0.287408 -3.178738 0.23 -0.15 0.14 0.27
H -1.168109 5.127416 2.487777 -0.04 -0.28 -0.15 0.28
H -2.106231 3.687265 3.002113 0.09 0.16 -0.16 0.29
H -2.427997 4.437646 1.417139 0.14 -0.10 0.19 0.28
H 1.166901 4.335514 2.778099 -0.03 -0.29 -0.10 0.30
H 1.957368 2.915159 2.041864 -0.16 0.10 0.14 0.24
H 0.843225 2.712090 3.440053 0.04 0.21 -0.17 0.27
H 0.586084 4.993339 0.185193 -0.15 -0.25 -0.02 0.29
H -0.774119 4.281867 -0.719207 0.21 -0.03 0.18 0.27
H 0.820127 3.469735 -0.716693 -0.15 0.19 0.10 0.23
H -3.250980 -0.903398 -2.543666 0.26 0.08 0.15 0.28
H -2.706838 -1.535981 -0.967579 0.00 0.19 -0.17 0.29
H -1.517527 -1.247352 -2.260534 -0.23 0.09 0.13 0.24
H -2.180827 1.908641 -3.355087 0.22 -0.08 0.19 0.29
H -0.595183 1.181844 -2.978919 -0.27 0.18 0.09 0.23
H -1.076109 2.721127 -2.214553 -0.16 -0.24 -0.18 0.25
H -4.538734 0.970778 -1.919711 0.29 0.14 0.14 0.28
H -3.918931 2.564691 -1.376925 -0.02 -0.23 0.08 0.27
H -4.370812 1.328200 -0.168725 0.06 0.02 -0.33 0.29
C -4.284022 -0.596169 1.850955 -0.51 -1.13 -0.56 -0.21
C -3.686791 -1.804063 1.433933 0.08 0.61 0.05 -0.31
C -4.476546 -2.868709 0.998895 -0.25 0.15 0.04 -0.15
C -5.872603 -2.759134 1.002961 0.11 0.27 0.06 -0.20
C -6.475749 -1.573045 1.450187 0.27 -0.43 -0.05 -0.17
C -5.691075 -0.506830 1.877238 0.63 0.42 0.01 -0.23
Se -3.282154 0.942939 2.396211 0.97 0.39 -0.15 -0.07
H 0.862831 0.836561 -0.398206 0.55 -0.34 -0.47 -0.04
H -2.593796 -1.886338 1.443062 -0.46 -0.07 -0.03 0.21
H -3.993352 -3.784209 0.650551 -0.26 0.24 0.16 0.21
H -6.488367 -3.591825 0.660093 0.18 0.26 0.13 0.25
H -7.561020 -1.480734 1.468012 0.28 -0.04 0.01 0.25
H -6.152046 0.419093 2.227089 0.01 -0.29 -0.13 0.24
C -0.600374 -3.317202 2.936100 -0.34 -0.54 0.02 -0.43
N 0.475221 -2.358622 3.133679 0.36 0.97 -0.21 -0.55
C 0.456131 -1.144303 2.587529 -0.20 -0.08 -0.27 0.81
N 1.502460 -0.297643 2.815893 -0.17 -0.08 0.06 -0.83
O -0.510586 -0.818811 1.804692 0.73 0.87 -0.32 -0.77
H -1.563260 -2.913304 3.270881 0.29 -0.03 -0.06 0.24
H -0.360218 -4.193809 3.539535 -0.11 0.09 -0.12 0.25
H -0.673103 -3.614607 1.882672 0.06 0.18 0.43 0.22
H 1.249676 -2.600316 3.746419 -0.37 0.04 -0.13 0.43
H 1.393891 0.701709 2.646059 0.00 -0.67 0.30 0.41
H 2.219224 -0.597557 3.468726 -0.18 0.38 -0.02 0.43
```
Positions in Å, forces in eV/Å.

E_LUMO: -0.34327 Eh
Energy relative to the best compared isomer or geometry (same formula, charge and spin): 0.000 eV
Net charge: +3

=====

Computed, not measured: a structure of composition C19H43HfN2O2P3 in a non-equilibrium geometry, with ωB97M-V/def2-TZVPD.

```
70
Properties=species:S:1:pos:R:3:forces:R:3:nbo_charge:R:1
Hf 0.328170 -0.516318 0.165289 -1.48 -0.95 2.87 1.80
P 1.778268 0.975887 1.839168 1.26 1.32 1.17 0.74
P -1.857174 0.810091 1.730393 -1.49 0.93 0.82 0.86
P 0.074962 2.191403 -1.177677 -0.42 0.88 -1.81 1.02
H 0.113542 -3.685308 -0.884783 0.40 -0.43 -0.24 0.21
C 1.029408 -3.378249 -1.394553 -0.35 -0.34 -0.12 -0.40
C 2.195050 -3.303363 -0.739066 0.35 -0.28 0.12 -0.35
H 2.355884 -3.862352 0.193675 -0.31 0.92 0.10 0.25
C 2.770472 -0.038053 2.992644 -0.08 -0.70 -0.22 -0.93
C 1.491206 2.378843 2.988981 -0.75 0.05 -0.12 -0.89
C 3.112988 1.747122 0.866456 0.10 -0.25 -0.45 -0.92
C -3.554204 0.611312 1.048309 0.05 -0.49 -0.88 -0.92
C -2.274642 0.341178 3.476333 0.74 -0.55 0.25 -0.91
C -1.934297 2.630364 2.016860 0.64 0.21 -0.29 -0.92
C 1.054635 2.540396 -2.695109 0.45 -0.91 -0.12 -0.94
C 0.113785 3.881895 -0.497693 0.14 0.35 0.80 -0.93
C -1.542690 2.043264 -2.016261 -0.43 -0.16 0.22 -0.95
H 0.964364 -3.341637 -2.490744 0.05 0.73 0.47 0.22
H 3.090055 -2.871744 -1.183706 -0.03 -0.49 -0.22 0.22
H 2.798192 -1.088042 2.680702 0.24 0.08 0.19 0.24
H 2.379463 0.032381 4.013430 0.02 -0.04 -0.18 0.27
H 3.785159 0.377812 2.969200 -0.19 -0.27 0.18 0.29
H 0.811156 2.083215 3.795127 0.10 0.13 -0.11 0.26
H 1.089309 3.258811 2.476675 0.04 -0.15 0.16 0.25
H 2.467130 2.635221 3.427898 -0.24 -0.14 -0.18 0.29
H 3.460659 1.075556 0.071935 0.18 0.21 0.11 0.25
H 3.919300 1.915774 1.590883 -0.02 0.13 -0.42 0.28
H 2.807082 2.704122 0.429873 0.06 -0.19 0.06 0.25
H -4.258049 0.410454 1.870596 0.29 0.10 -0.44 0.28
H -3.563599 -0.224730 0.342342 -0.32 0.11 0.08 0.24
H -3.871183 1.527850 0.526467 0.16 -0.40 0.09 0.26
H -3.354833 0.475607 3.645021 0.49 0.01 -0.16 0.28
H -1.737474 0.990752 4.180594 -0.02 -0.29 -0.16 0.25
H -2.003930 -0.702169 3.666342 -0.24 0.21 0.18 0.24
H -2.985878 2.949057 2.025222 0.31 -0.18 0.15 0.28
H -1.417372 3.179396 1.227271 -0.23 -0.06 0.36 0.22
H -1.464267 2.869674 2.977269 -0.12 0.08 -0.27 0.26
H 1.098542 3.627903 -2.862884 0.04 -0.52 0.03 0.30
H 0.574414 2.081362 -3.571776 0.24 0.19 0.26 0.24
H 2.055749 2.128479 -2.584153 0.31 0.33 -0.19 0.25
H 0.465484 4.578070 -1.271162 -0.18 -0.28 0.28 0.29
H 0.819934 3.925098 0.340682 -0.33 0.24 -0.09 0.26
H -0.892003 4.185866 -0.184145 0.41 0.02 -0.02 0.27
H -1.443003 2.381968 -3.059793 -0.12 0.09 0.48 0.28
H -2.275516 2.658123 -1.475618 0.02 -0.28 -0.21 0.28
H -1.888178 1.000448 -2.031165 -0.09 0.31 0.02 0.26
C 0.667537 -0.605289 -3.002321 0.72 -0.15 4.17 0.46
C -0.611900 -1.056348 -3.357881 -1.85 -0.42 -2.23 -0.18
C -0.880251 -1.260456 -4.707092 -1.10 -0.30 2.42 -0.18
C 0.108766 -1.165627 -5.698559 0.14 0.68 -0.49 0.13
C 1.337258 -0.567164 -5.350805 1.83 0.47 1.59 -0.19
C 1.639313 -0.340717 -3.997719 0.80 0.28 -2.30 -0.13
O 0.934888 -0.477390 -1.690894 0.43 0.67 -5.79 -0.66
H -1.206551 -0.370375 -0.697359 -0.58 -0.18 0.19 -0.37
H -1.393896 -1.198795 -2.613484 0.30 0.03 -0.15 0.27
H -1.901388 -1.523961 -4.940892 0.02 -0.25 -0.39 0.29
H -0.135123 -1.466200 -6.725625 0.29 0.07 0.31 0.30
H 2.127845 -0.303099 -6.070086 -0.62 -0.36 0.10 0.30
H 2.595709 0.078719 -3.694370 -0.06 -0.20 -0.16 0.28
C -1.636392 -4.660667 0.938708 0.13 -0.37 -0.46 -0.43
N -1.195803 -4.018297 2.174193 1.06 1.02 0.20 -0.52
C -0.474911 -2.903871 2.278843 -0.44 -0.13 1.69 0.83
N -0.203098 -2.423196 3.537913 0.34 -0.38 -1.20 -0.78
O -0.084833 -2.206515 1.259916 -0.23 0.54 -0.12 -0.83
H -2.008613 -3.929173 0.202182 0.18 -0.20 0.49 0.22
H -2.441875 -5.356852 1.176932 0.03 0.21 0.03 0.28
H -0.817952 -5.255591 0.511082 -0.20 0.18 0.02 0.23
H -1.223222 -4.540376 3.045207 -0.48 -0.18 -0.29 0.44
H 0.403558 -1.603815 3.616513 -0.30 -0.74 0.05 0.42
H -0.285135 -3.037737 4.350247 0.00 0.43 -0.28 0.45
```
Positions in Å, forces in eV/Å.

E_LUMO (alpha / beta): -0.61522 / -0.61525 Eh
Energy relative to the best compared isomer or geometry (same formula, charge and spin): 2.839 eV
Net charge: +4